[1]
DFT (ωB97M-V with the def2-TZVPD basis set) results for the molecule CH2O2S.

Atoms and positions in Å:
1 C -0.1163 -0.3337 0.2972
2 H 0.6923 0.0756 -1.4419
3 H -0.3405 1.4390 0.2067
4 O 0.9650 -0.3231 -0.5944
5 O -0.9748 0.7334 0.2645
6 S -0.2258 -1.5911 1.2679

Calculated values
SMILES: OC(O)=S
Kohn-Sham gap in eV: 9.344
Energy relative to the best compared isomer or geometry (same formula, charge and spin) in kcal/mol: 25.3
F_max in eV Å⁻¹: 1.9
E_LUMO in hartree: 0.00900
HOMO in Eh: -0.33438

[2]
DFT (ωB97M-V with the def2-TZVPD basis set) results for CH2O2S2 as an isolated structure.

Atoms and positions in Å:
1 C 0.4784 -0.5961 0.4959
2 O 1.0697 -3.0483 -0.3675
3 O 0.6594 -1.1564 -1.9393
4 S -0.8913 1.0363 -0.3622
5 S 0.4011 -1.8101 -0.6845
6 H 0.2619 -0.7140 1.5716
7 H -1.1242 0.7357 -1.6184

Calculated values
Kohn-Sham gap (spin up / spin down) in eV: 7.435 / 7.369
Energy relative to the best compared isomer or geometry (same formula, charge and spin) in kcal/mol: 95.4
F_max in eV Å⁻¹: 3.7
E_LUMO (spin up / spin down) in hartree: -0.08379 / -0.08469
HOMO (spin up / spin down) in Eh: -0.35702 / -0.35549

[3]
DFT (ωB97M-V with the def2-TZVPD basis set) results for the molecule CH2O3.

Atoms and positions in Å:
1 C 0.0595 -0.0305 -0.0535
2 H 1.7223 0.5122 0.6583
3 H -1.6981 -0.6754 -0.4731
4 O 0.7777 0.7252 0.8325
5 O -1.3183 0.0011 0.1248
6 O 0.4929 -0.6831 -0.9403

Calculated values
SMILES: O=C(O)O
Kohn-Sham gap in eV: 11.750
Energy relative to the best compared isomer or geometry (same formula, charge and spin) in kcal/mol: 5.4
F_max in eV Å⁻¹: 2.0
E_LUMO in hartree: 0.01759
HOMO in Eh: -0.41422

[4]
DFT (ωB97M-V with the def2-TZVPD basis set) results for a 3-piece molecular cluster, CH2O3P2 overall.

Atoms and positions in Å:
1 C 7.5089 -1.6281 0.1722
2 O 11.2798 -0.7713 -0.9007
3 O 11.4753 1.8416 -0.3948
4 O 10.5672 0.1099 1.2847
5 P 6.1024 -1.0413 -0.0937
6 P 11.1937 0.4076 -0.0311
7 H 8.5016 -1.9232 -0.0277
8 H -8.7464 -6.2936 0.9833

Calculated values
Kohn-Sham gap in eV: 2.763
Energy relative to the best compared isomer or geometry (same formula, charge and spin) in kcal/mol: 44.6
F_max in eV Å⁻¹: 2.3
E_LUMO in hartree: 0.15145
Net charge: -2
HOMO in Eh: 0.04992

[5]
DFT (ωB97M-V with the def2-TZVPD basis set) results for the molecule CH2O3P2.

Atoms and positions in Å:
1 C 2.5218 1.4944 2.7865
2 O 2.9576 2.5141 2.7825
3 O 0.3312 -0.4908 2.9615
4 O 0.6891 0.9786 0.9955
5 P 0.6370 0.8726 2.5927
6 P 0.8523 0.1145 -0.4679
7 H -0.4986 0.4809 -0.6420
8 H 0.0677 -1.0647 -0.1577

Calculated values
Kohn-Sham gap in eV: 8.745
Energy relative to the best compared isomer or geometry (same formula, charge and spin) in kcal/mol: 47.8
F_max in eV Å⁻¹: 3.0
E_LUMO in hartree: -0.02609
HOMO in Eh: -0.34748

[6]
DFT (ωB97M-V with the def2-TZVPD basis set) results for the molecule CH2O3P2.

Atoms and positions in Å:
1 C 1.8260 -0.1842 -0.7068
2 O 2.7124 0.3562 -0.2295
3 O -0.4563 -1.9586 -1.0058
4 O 0.0400 0.0104 0.6026
5 P 0.6034 -1.4047 -0.1651
6 P -1.5536 0.4522 0.4185
7 H -1.3089 1.5520 -0.4704
8 H -1.8630 1.1767 1.5565

Calculated values
Kohn-Sham gap (spin up / spin down) in eV: 8.077 / 8.076
Energy relative to the best compared isomer or geometry (same formula, charge and spin) in kcal/mol: 54.8
F_max in eV Å⁻¹: 4.2
E_LUMO (spin up / spin down) in hartree: -0.04573 / -0.04577
HOMO (spin up / spin down) in Eh: -0.34256 / -0.34256

[7]
DFT (ωB97M-V with the def2-TZVPD basis set) results for the molecule CH2O3P2.

Atoms and positions in Å:
1 C -0.3396 0.1125 -0.0691
2 O -2.4221 1.4676 0.9504
3 O -2.4993 -1.5570 0.9319
4 O -2.3813 -0.0091 -1.2396
5 P -1.7216 1.2258 -0.2719
6 P -1.7625 -1.2152 -0.2302
7 H 0.2972 -0.0369 -0.9240
8 H 0.4227 0.1378 0.8077

Calculated values
SMILES: O=[P@@]12C[P@]1(=O)O2
Kohn-Sham gap (spin up / spin down) in eV: 7.438 / 7.415
Energy relative to the best compared isomer or geometry (same formula, charge and spin) in kcal/mol: 33.6
F_max in eV Å⁻¹: 4.2
E_LUMO (spin up / spin down) in hartree: -0.08788 / -0.08644
HOMO (spin up / spin down) in Eh: -0.36123 / -0.35895

[8]
DFT (ωB97M-V with the def2-TZVPD basis set) results for the molecule CH2O3S.

Atoms and positions in Å:
1 C 0.6816 -0.1322 -0.3018
2 O 3.3815 0.1098 -0.5276
3 O 1.2643 -0.9516 0.6747
4 O -0.5702 0.8117 0.4044
5 S 2.2956 0.3852 0.3299
6 H 0.4851 -0.5997 -1.2867
7 H -1.4189 0.2863 0.7121

Calculated values
Kohn-Sham gap in eV: 11.240
Energy relative to the best compared isomer or geometry (same formula, charge and spin) in kcal/mol: 50.3
F_max in eV Å⁻¹: 3.9
E_LUMO in hartree: 0.01539
HOMO in Eh: -0.39768

[9]
DFT (ωB97M-V with the def2-TZVPD basis set) results for a 2-piece molecular cluster, CH2O3S overall.

Atoms and positions in Å:
1 C 1.1346 0.2143 -0.0110
2 O -1.5903 0.4798 -0.8429
3 O 0.8041 0.8853 0.9130
4 O -1.0604 -1.3366 0.7137
5 S -1.8378 -0.1724 0.3843
6 H 2.0456 0.4518 -0.5949
7 H 0.5041 -0.5222 -0.5623

Calculated values
Kohn-Sham gap in eV: 9.392
Energy relative to the best compared isomer or geometry (same formula, charge and spin) in kcal/mol: 6.7
F_max in eV Å⁻¹: 2.6
E_LUMO in hartree: -0.03470
HOMO in Eh: -0.37986

[10]
DFT (ωB97M-V with the def2-TZVPD basis set) results for a 2-piece molecular cluster, CH2O3S overall.

Atoms and positions in Å:
1 C -0.1422 0.3672 0.3843
2 O -4.1455 0.5377 -1.2926
3 O -4.3128 -1.2470 0.4172
4 O -0.4554 0.9339 1.3926
5 S -4.3170 0.1342 0.0616
6 H -0.4244 0.7558 -0.6905
7 H 0.4383 -0.6243 0.3996

Calculated values
Kohn-Sham gap in eV: 9.374
Energy relative to the best compared isomer or geometry (same formula, charge and spin) in kcal/mol: 5.0
F_max in eV Å⁻¹: 1.8
E_LUMO in hartree: -0.03866
HOMO in Eh: -0.38315

[11]
DFT (ωB97M-V with the def2-TZVPD basis set) results for the molecule CH2O3S.

Atoms and positions in Å:
1 C 0.3677 0.1478 0.2022
2 O -2.2286 0.6973 0.4201
3 O -0.4344 -1.1777 0.2528
4 O 1.5784 0.1404 -0.3868
5 S -1.3228 0.0549 -0.4789
6 H 0.5338 0.5811 1.0958
7 H 1.5059 -0.4438 -1.1052

Calculated values
Kohn-Sham gap in eV: 10.365
Energy relative to the best compared isomer or geometry (same formula, charge and spin) in kcal/mol: 25.6
F_max in eV Å⁻¹: 4.0
E_LUMO in hartree: 0.01747
HOMO in Eh: -0.36344

[12]
DFT (ωB97M-V with the def2-TZVPD basis set) results for a 2-piece molecular cluster, CH2O3S2 overall.

Atoms and positions in Å:
1 C -0.7507 -0.3211 0.1527
2 O 0.1034 -0.8054 0.8827
3 O 1.4757 1.5413 0.7492
4 O 2.6238 0.2254 -0.9020
5 S -2.4277 -0.8752 0.2385
6 S 2.1980 0.3377 0.5101
7 H -0.4067 0.2467 -0.7007
8 H -2.8159 -0.3493 -0.9305

Calculated values
Kohn-Sham gap in eV: 10.486
Energy relative to the best compared isomer or geometry (same formula, charge and spin) in kcal/mol: 3.5
F_max in eV Å⁻¹: 3.3
E_LUMO in hartree: -0.01256
HOMO in Eh: -0.39790

[13]
DFT (ωB97M-V with the def2-TZVPD basis set) results for the molecule CH2O4S.

Atoms and positions in Å:
1 C -0.0377 -0.2256 -0.1929
2 O -2.8718 0.2839 -1.3344
3 O -0.9653 1.7519 -2.0287
4 O -0.7859 -0.6290 -1.1060
5 O -1.9230 0.0894 -3.5771
6 S -1.8274 0.6566 -2.2734
7 H 0.4958 -0.9450 0.5590
8 H 0.1556 0.8786 -0.1419

Calculated values
Kohn-Sham gap in eV: 10.172
Energy relative to the best compared isomer or geometry (same formula, charge and spin) in kcal/mol: 46.5
F_max in eV Å⁻¹: 3.9
E_LUMO in hartree: -0.03735
HOMO in Eh: -0.41117

[14]
DFT (ωB97M-V with the def2-TZVPD basis set) results for a 2-piece molecular cluster, CH2O5P overall.

Atoms and positions in Å:
1 C 0.6687 -0.4085 1.0348
2 O 0.3362 -0.3061 -2.2451
3 O 2.5884 -1.4410 -1.7249
4 O 2.3284 0.0794 -3.7754
5 O 0.8360 0.7604 0.9505
6 O 0.1676 -1.2809 0.2079
7 P 1.7718 -0.5084 -2.5363
8 H 0.9982 -0.9609 1.9602
9 H 0.0028 -1.0133 -0.8119

Calculated values
Kohn-Sham gap in eV: 9.683
Energy relative to the best compared isomer or geometry (same formula, charge and spin) in kcal/mol: 16.5
F_max in eV Å⁻¹: 2.4
E_LUMO in hartree: 0.14326
Net charge: -1
HOMO in Eh: -0.21257

[15]
DFT (ωB97M-V with the def2-TZVPD basis set) results for a 2-piece molecular cluster, CH2O5P overall.

Atoms and positions in Å:
1 C 2.3693 0.4228 -0.1107
2 O 0.0941 -0.9541 -0.1438
3 O 1.8084 1.2764 0.4093
4 O -1.3161 0.7266 1.0695
5 O -2.3946 -0.8871 -0.6371
6 O 3.0983 -0.2943 -0.6308
7 P -1.2221 -0.9423 0.6020
8 H -0.4680 1.1036 0.8251
9 H -1.9694 -0.4517 -1.3835

Calculated values
Kohn-Sham gap in eV: 6.975
Energy relative to the best compared isomer or geometry (same formula, charge and spin) in kcal/mol: 24.6
F_max in eV Å⁻¹: 1.7
E_LUMO in hartree: 0.12698
Net charge: -1
HOMO in Eh: -0.12935

[16]
DFT (ωB97M-V with the def2-TZVPD basis set) results for a 2-piece molecular cluster, CH2OPS2 overall.

Atoms and positions in Å:
1 C -1.8015 -1.0436 0.0360
2 O -1.4368 -1.6764 0.8860
3 P 1.0459 0.8797 -0.2430
4 S -2.3371 -0.1837 -1.1622
5 S 2.9325 1.2421 -0.7348
6 H 0.7668 1.3654 1.1286
7 H 0.8302 -0.5835 0.0893

Calculated values
Kohn-Sham gap in eV: 5.174
Energy relative to the best compared isomer or geometry (same formula, charge and spin) in kcal/mol: 9.6
F_max in eV Å⁻¹: 3.9
E_LUMO in hartree: 0.10928
Net charge: -1
HOMO in Eh: -0.08087

[17]
DFT (ωB97M-V with the def2-TZVPD basis set) results for CH2P2S as an isolated structure.

Atoms and positions in Å:
1 C -0.2090 0.2086 -0.0138
2 P -1.1470 -1.1997 -0.0317
3 P 1.5097 -0.4677 -0.0719
4 S 2.8423 0.9487 -0.0318
5 H -0.4166 1.1937 0.0849
6 H -2.5794 -0.6835 0.0644

Calculated values
Kohn-Sham gap in eV: 7.081
Energy relative to the best compared isomer or geometry (same formula, charge and spin) in kcal/mol: 1.6
F_max in eV Å⁻¹: 4.5
E_LUMO in hartree: -0.06233
HOMO in Eh: -0.32255

[18]
DFT (ωB97M-V with the def2-TZVPD basis set) results for the molecule CH2S2.

Atoms and positions in Å:
1 C -0.2269 0.5577 -0.0072
2 H 0.8668 -1.5470 0.2747
3 H -0.3074 1.5825 -0.0477
4 S 1.2980 -0.2551 -0.1171
5 S -1.6305 -0.3381 -0.1027

Calculated values
SMILES: S=CS
Kohn-Sham gap in eV: 8.236
Energy relative to the best compared isomer or geometry (same formula, charge and spin) in kcal/mol: 8.1
F_max in eV Å⁻¹: 4.9
E_LUMO in hartree: -0.02288
HOMO in Eh: -0.32555

[19]
DFT (ωB97M-V with the def2-TZVPD basis set) results for a 2-piece molecular cluster, CH2S4 overall.

Atoms and positions in Å:
1 C 0.8990 -0.0785 -0.0453
2 S 0.0494 -1.2593 0.5749
3 S 2.5055 0.2071 -0.5213
4 S -2.4950 0.2602 0.5182
5 S -1.5191 1.9272 1.1029
6 H 2.9659 -1.2231 -0.7742
7 H -2.4056 0.1665 -0.8552

Calculated values
Kohn-Sham gap (spin up / spin down) in eV: 7.274 / 6.464
Energy relative to the best compared isomer or geometry (same formula, charge and spin) in kcal/mol: 55.8
F_max in eV Å⁻¹: 2.7
E_LUMO (spin up / spin down) in hartree: -0.04955 / -0.06115
HOMO (spin up / spin down) in Eh: -0.31686 / -0.29871

[20]
DFT (ωB97M-V with the def2-TZVPD basis set) results for CH2S4 as an isolated structure.

Atoms and positions in Å:
1 C -0.1386 -0.3611 -0.0103
2 S -1.8578 0.0342 -0.4555
3 S -0.8829 -1.7510 -0.8359
4 S 0.4650 -0.6588 1.6542
5 S 1.2503 0.6531 -0.7098
6 H 0.6286 0.7354 1.9622
7 H 0.5354 1.3482 -1.6051

Calculated values
Kohn-Sham gap in eV: 8.430
Energy relative to the best compared isomer or geometry (same formula, charge and spin) in kcal/mol: 8.6
F_max in eV Å⁻¹: 2.0
E_LUMO in hartree: -0.01067
HOMO in Eh: -0.32046